Molecular formula: C5H7NO
Method: DFT, ωB97M-V with the def2-TZVPD basis set

Last column: natural (NBO) charge in e.
Geometry (Å):
H (-0.4861, -1.8811, 0.5254)  0.24
N (1.8701, 0.4343, 0.1947)  -0.68
H (0.3971, -1.5243, -0.9740)  0.24
H (2.3999, 0.2491, -0.6572)  0.38
C (0.6228, 1.0964, -0.0917)  -0.05
C (-1.8779, 0.6105, -0.2149)  -0.64
O (2.0744, -1.5316, 1.4704)  -0.51
H (-2.0425, 1.6382, 0.1256)  0.23
H (-2.4763, -0.0587, 0.4152)  0.22
H (-2.2501, 0.5181, -1.2425)  0.22
C (-0.4230, 0.2668, -0.1230)  -0.02
H (0.6087, 2.1809, -0.1417)  0.21
C (0.1261, -1.1375, 0.0212)  -0.56
C (1.4568, -0.8611, 0.6925)  0.72

largest force on an atom: 0.7 eV/Å
SMILES: CC1=CNC(=O)C1
energy relative to the best compared isomer or geometry (same formula, charge and spin): 84.7 kJ/mol
electronic energy: -8835.3255 eV
HOMO-LUMO gap: 9.674 eV
E_HOMO: -8.942 eV
E_LUMO: 0.027 hartree